Record 1
Here is a molecular structure, C39H40CdN9O3 in a non-equilibrium geometry from the Open Molecules 2025 dataset. Energies are from the ωB97M-V functional and the def2-TZVPD basis.

Each line ends with the Löwdin charge.
Cartesian coordinates (Å):
Cd  19.892  4.916  -20.953  1.370
N  17.288  5.025  -23.203  -0.562
O  16.190  4.623  -22.842  -0.019
O  17.560  5.334  -24.353  0.029
O  18.212  5.051  -22.322  -0.228
N  13.996  6.297  -24.423  0.009
C  14.658  6.595  -25.573  -0.129
C  13.779  7.267  -26.403  -0.101
C  12.592  7.464  -25.659  -0.114
C  12.760  6.890  -24.415  -0.142
H  14.434  5.858  -23.631  0.079
H  15.687  6.287  -25.643  0.089
H  13.996  7.567  -27.413  0.088
H  11.697  7.945  -26.020  0.089
H  12.051  6.725  -23.623  0.084
N  20.934  3.695  -22.579  -0.042
C  20.979  4.141  -23.834  -0.145
C  21.657  3.489  -24.846  -0.032
C  22.165  2.224  -24.600  -0.035
C  22.101  1.744  -23.297  -0.050
C  21.449  2.480  -22.340  -0.145
H  20.485  5.087  -24.024  0.101
H  21.610  3.921  -25.837  0.118
H  22.688  1.672  -25.368  0.118
H  22.529  0.770  -23.101  0.115
H  21.448  2.150  -21.307  0.101
N  20.695  6.796  -21.968  -0.054
C  21.957  6.996  -22.359  -0.153
C  22.412  8.177  -22.922  -0.046
C  21.514  9.217  -23.062  -0.039
C  20.184  9.012  -22.708  -0.027
C  19.826  7.787  -22.198  -0.146
H  22.634  6.157  -22.225  0.107
H  23.453  8.256  -23.197  0.113
H  21.813  10.179  -23.459  0.118
H  19.464  9.799  -22.870  0.115
H  18.803  7.564  -21.909  0.079
N  16.606  8.760  -21.235  0.064
C  16.591  9.912  -20.579  -0.179
C  15.436  10.558  -20.171  -0.066
C  14.231  9.962  -20.480  -0.063
C  14.225  8.777  -21.199  -0.057
C  15.424  8.221  -21.574  -0.118
H  17.563  10.353  -20.364  0.102
H  15.527  11.477  -19.607  0.105
H  13.300  10.318  -20.056  0.112
H  13.241  8.382  -21.399  0.090
H  15.527  7.227  -21.998  0.093
N  14.459  1.392  -21.918  0.065
C  14.480  0.072  -21.768  -0.177
C  14.688  -0.827  -22.800  -0.075
C  14.846  -0.334  -24.078  -0.069
C  14.782  1.039  -24.253  -0.056
C  14.590  1.850  -23.154  -0.156
H  14.294  -0.320  -20.771  0.107
H  14.648  -1.882  -22.563  0.105
H  15.030  -1.014  -24.900  0.109
H  14.890  1.486  -25.233  0.110
H  14.488  2.918  -23.309  0.082
N  18.829  6.088  -19.499  -0.067
C  17.545  5.894  -19.165  -0.115
C  16.828  6.776  -18.379  -0.029
C  17.462  7.937  -17.955  -0.042
C  18.782  8.157  -18.331  -0.055
C  19.453  7.160  -18.984  -0.158
H  17.090  4.965  -19.492  0.104
H  15.846  6.532  -18.004  0.091
H  16.907  8.716  -17.450  0.119
H  19.239  9.066  -17.965  0.117
H  20.505  7.231  -19.232  0.101
N  14.127  4.775  -19.101  0.055
C  13.988  4.373  -20.377  -0.138
C  13.093  4.929  -21.276  -0.064
C  12.258  5.904  -20.784  -0.102
C  12.353  6.322  -19.468  -0.078
C  13.307  5.730  -18.655  -0.166
H  14.725  3.614  -20.607  0.077
H  13.057  4.554  -22.289  0.094
H  11.414  6.317  -21.329  0.109
H  11.668  7.069  -19.089  0.107
H  13.359  5.975  -17.598  0.104
N  19.127  3.012  -20.013  -0.061
C  19.519  2.687  -18.784  -0.156
C  19.032  1.590  -18.114  -0.048
C  18.027  0.847  -18.698  -0.032
C  17.624  1.169  -19.984  -0.022
C  18.194  2.263  -20.591  -0.128
H  20.200  3.358  -18.270  0.108
H  19.378  1.345  -17.119  0.116
H  17.534  0.029  -18.190  0.121
H  16.831  0.629  -20.479  0.093
H  17.868  2.611  -21.568  0.107

Calculated values
Lowest unoccupied orbital energy   -2.473 eV
Charge   +1
Spin multiplicity   1

Record 2
Here is a molecular structure, C39H41AsFeN2P2S3Sb from the Open Molecules 2025 dataset. Energies are from the ωB97M-V functional and the def2-TZVPD basis.

Each line ends with the Löwdin charge.
Cartesian coordinates (Å):
Fe  1.563  1.434  -0.611  -0.405
S  0.355  3.516  -0.437  0.022
Sb  0.888  3.753  -2.642  0.676
S  2.705  2.041  -2.646  0.084
S  0.811  1.331  -3.258  0.049
N  3.633  -4.409  -0.523  0.151
C  3.234  -3.117  -0.572  -0.306
C  3.188  -2.318  0.580  0.005
C  2.757  -1.019  0.476  -0.175
N  2.369  -0.436  -0.670  -0.073
C  2.415  -1.208  -1.767  -0.148
C  2.830  -2.518  -1.771  0.000
H  3.949  -4.822  0.335  0.111
H  3.702  -4.960  -1.359  0.111
H  3.478  -2.715  1.544  0.121
H  2.681  -0.410  1.368  0.094
H  2.092  -0.755  -2.693  0.036
H  2.833  -3.075  -2.698  0.119
C  -0.533  -1.172  0.297  -0.411
C  -1.827  -1.810  0.784  -0.421
As  -1.907  -3.669  0.126  1.299
C  -1.852  -3.165  -1.762  -0.421
C  -0.696  -3.443  -2.485  -0.142
C  -0.556  -2.998  -3.795  -0.092
C  -1.579  -2.280  -4.395  -0.084
C  -2.744  -2.013  -3.684  -0.083
C  -2.879  -2.449  -2.375  -0.103
C  -3.822  -3.969  0.287  -0.436
C  -4.620  -3.250  1.169  -0.115
C  -5.978  -3.531  1.278  -0.083
C  -6.546  -4.529  0.504  -0.085
C  -5.754  -5.254  -0.377  -0.081
C  -4.399  -4.981  -0.480  -0.128
P  -0.301  0.620  0.576  0.997
C  -0.249  0.877  2.376  -0.346
C  -0.519  2.124  2.940  -0.138
C  -0.381  2.320  4.307  -0.070
C  0.049  1.286  5.124  -0.070
C  0.333  0.044  4.570  -0.070
C  0.176  -0.159  3.207  -0.100
C  -1.924  1.203  -0.019  -0.390
C  -2.230  1.001  -1.364  -0.131
C  -3.480  1.331  -1.861  -0.069
C  -4.446  1.869  -1.021  -0.068
C  -4.157  2.053  0.323  -0.063
C  -2.906  1.716  0.821  -0.079
H  -0.464  -1.256  -0.792  0.061
H  0.338  -1.705  0.688  0.057
H  -2.696  -1.267  0.407  0.062
H  -1.881  -1.820  1.875  0.065
H  0.103  -4.010  -2.019  0.084
H  0.344  -3.225  -4.354  0.101
H  -1.478  -1.942  -5.418  0.106
H  -3.553  -1.467  -4.156  0.105
H  -3.790  -2.234  -1.828  0.108
H  -4.196  -2.464  1.782  0.089
H  -6.589  -2.966  1.970  0.104
H  -7.603  -4.745  0.588  0.105
H  -6.193  -6.037  -0.982  0.106
H  -3.792  -5.555  -1.170  0.101
H  -0.831  2.954  2.315  0.092
H  -0.606  3.289  4.733  0.113
H  0.158  1.443  6.189  0.110
H  0.661  -0.771  5.201  0.109
H  0.376  -1.142  2.796  0.097
H  -1.502  0.554  -2.029  0.051
H  -3.702  1.160  -2.907  0.106
H  -5.422  2.129  -1.409  0.108
H  -4.909  2.453  0.990  0.109
H  -2.714  1.840  1.878  0.093
C  4.750  1.538  0.983  -0.229
P  3.167  2.422  0.733  0.840
C  2.685  2.855  2.425  -0.235
C  3.754  3.986  0.015  -0.407
C  3.254  5.214  0.441  -0.119
C  3.670  6.392  -0.163  -0.069
C  4.584  6.356  -1.207  -0.073
C  5.092  5.137  -1.636  -0.073
C  4.681  3.961  -1.026  -0.157
H  5.103  1.118  0.041  0.047
H  4.617  0.714  1.683  0.038
H  5.503  2.218  1.379  0.061
H  3.470  3.405  2.946  0.067
H  2.455  1.938  2.973  0.044
H  1.775  3.449  2.402  0.023
H  2.528  5.260  1.241  0.092
H  3.276  7.339  0.181  0.110
H  4.906  7.275  -1.677  0.109
H  5.814  5.102  -2.441  0.111
H  5.101  3.021  -1.367  0.086

Calculated values
Lowest unoccupied orbital energy   -2.922 eV
Charge   +1
Spin multiplicity   1

Record 3
Here is a molecular structure, C39H41BF3N3O3SeY from the Open Molecules 2025 dataset. Energies are from the ωB97M-V functional and the def2-TZVPD basis.

Each line ends with the Löwdin charge.
Cartesian coordinates (Å):
Y  1.401  -0.282  -1.291  1.354
C  -7.014  -0.822  1.190  -0.071
C  -6.913  0.631  0.727  -0.562
C  -7.233  1.541  1.920  -0.044
C  -7.954  0.854  -0.379  -0.044
C  -5.519  0.970  0.197  -0.165
C  -5.276  2.249  -0.319  -0.026
C  -4.037  2.644  -0.810  0.031
C  -3.027  1.708  -0.771  -0.219
O  -1.718  1.818  -1.182  0.089
B  -1.104  0.581  -0.922  -0.501
O  -2.078  -0.281  -0.351  0.033
C  -3.248  0.445  -0.268  -0.208
C  -4.473  0.045  0.223  0.054
H  -8.031  -1.024  1.529  0.088
H  -6.342  -1.029  2.025  0.078
H  -6.790  -1.521  0.381  0.087
H  -8.224  1.312  2.315  0.088
H  -7.222  2.593  1.634  0.080
H  -6.505  1.403  2.721  0.087
H  -8.950  0.600  -0.012  0.087
H  -7.739  0.228  -1.247  0.092
H  -7.977  1.891  -0.711  0.078
H  -6.083  2.970  -0.339  0.110
H  -3.873  3.637  -1.205  0.124
H  -4.602  -0.958  0.603  0.104
F  -1.181  -6.303  -4.274  0.160
C  -0.956  -5.283  -5.116  -0.593
F  -2.125  -4.967  -5.689  0.164
F  -0.127  -5.712  -6.070  0.160
C  -0.394  -4.096  -4.367  -0.082
C  -1.127  -3.561  -3.319  0.037
C  -0.609  -2.476  -2.643  -0.107
N  0.573  -1.928  -2.959  -0.041
C  1.271  -2.455  -3.967  -0.093
C  0.824  -3.536  -4.706  0.039
H  -2.085  -3.974  -3.037  0.136
H  -1.153  -2.012  -1.828  0.087
H  2.232  -2.004  -4.179  0.120
H  1.417  -3.929  -5.518  0.131
C  6.376  2.566  2.015  -0.018
C  5.875  1.387  1.252  -0.174
C  5.252  1.652  -0.079  -0.152
C  4.702  0.430  -0.862  -0.418
C  5.229  0.366  -2.290  -0.017
C  4.836  -0.896  -0.160  -0.118
C  4.068  -1.981  -0.660  -0.205
O  3.138  -1.843  -1.494  -0.211
C  5.479  -1.032  1.041  -0.147
C  5.604  -2.327  1.793  -0.023
C  5.993  0.133  1.729  0.017
H  7.169  3.063  1.450  0.101
H  6.765  2.284  2.991  0.086
H  5.579  3.301  2.145  0.080
H  5.937  2.268  -0.675  0.159
H  5.079  1.330  -2.781  0.093
H  4.715  -0.397  -2.876  0.070
H  6.296  0.136  -2.304  0.096
H  4.248  -2.998  -0.298  0.132
H  4.735  -2.463  2.441  0.101
H  6.483  -2.295  2.433  0.088
H  5.686  -3.198  1.148  0.081
H  6.458  -0.026  2.694  0.119
C  3.281  1.062  -0.728  -0.091
C  3.805  2.130  -0.079  -0.163
C  3.244  3.394  0.412  -0.181
C  4.026  4.550  0.420  -0.043
C  3.495  5.760  0.836  -0.070
C  2.172  5.835  1.250  -0.080
C  1.383  4.693  1.240  -0.071
C  1.920  3.484  0.829  -0.030
H  5.055  4.501  0.086  0.113
H  4.112  6.649  0.833  0.108
H  1.758  6.780  1.574  0.105
H  0.347  4.747  1.551  0.105
H  1.308  2.595  0.812  0.075
C  0.105  0.559  2.414  -0.017
N  -0.776  -0.591  2.371  -0.107
C  -2.026  -0.674  2.951  -0.016
C  -2.491  -1.914  2.701  -0.027
N  -1.523  -2.575  1.972  -0.108
C  -1.625  -3.941  1.483  -0.014
C  -0.483  -1.754  1.765  -0.677
Se  1.085  -2.198  0.860  0.721
H  -0.281  1.264  3.147  0.108
H  0.114  1.032  1.434  0.041
H  1.112  0.249  2.690  0.093
H  -2.463  0.156  3.474  0.137
H  -3.418  -2.385  2.972  0.131
H  -2.599  -4.327  1.766  0.098
H  -0.842  -4.555  1.922  0.095
H  -1.522  -3.950  0.399  0.082

Calculated values
ΔE to the lowest compared entry with this formula, charge and spin   17.0 kcal per mole
Lowest unoccupied orbital energy   -3.102 eV
Charge   +1
Spin multiplicity   1

Record 4
Here is a molecular structure, C39H41BaN8 in a non-equilibrium geometry from the Open Molecules 2025 dataset. Energies are from the ωB97M-V functional and the def2-TZVPD basis.

Each line ends with the Löwdin charge.
Cartesian coordinates (Å):
Ba  0.192  -0.132  -0.959  2.131
C  -3.636  2.678  -1.088  -0.082
C  -2.480  1.979  -1.410  -0.098
N  -2.204  0.802  -0.855  -0.078
C  -3.079  0.301  0.027  -0.201
C  -4.217  1.035  0.363  -0.056
N  -4.493  2.205  -0.194  0.116
C  -2.763  -1.018  0.632  -0.203
C  -3.716  -1.725  1.352  0.065
C  -3.380  -2.928  1.970  -0.100
C  -2.073  -3.373  1.786  0.067
C  -1.192  -2.657  0.986  -0.193
N  -1.525  -1.486  0.431  -0.020
C  0.176  -3.163  0.708  -0.191
C  0.603  -4.436  1.090  -0.047
N  1.852  -4.841  0.914  0.112
C  2.690  -4.008  0.313  -0.074
C  2.255  -2.782  -0.171  -0.085
N  1.012  -2.358  0.039  -0.066
C  -4.361  -3.696  2.772  -0.156
C  -5.598  -3.158  3.124  -0.005
C  -6.488  -3.920  3.864  -0.119
N  -6.229  -5.156  4.275  0.078
C  -5.049  -5.672  3.951  -0.119
C  -4.095  -4.993  3.209  -0.004
H  -3.873  3.631  -1.544  0.123
H  -1.758  2.361  -2.125  0.122
H  -4.924  0.693  1.108  0.121
H  -4.720  -1.340  1.416  0.104
H  -1.734  -4.275  2.267  0.101
H  -0.061  -5.161  1.542  0.118
H  3.716  -4.334  0.200  0.121
H  2.903  -2.126  -0.738  0.093
H  -5.885  -2.153  2.852  0.105
H  -7.457  -3.523  4.145  0.115
H  -4.863  -6.680  4.302  0.115
H  -3.170  -5.501  2.977  0.105
C  -1.674  3.440  1.961  -0.054
C  -0.446  2.553  1.761  -0.383
C  -0.396  1.447  2.825  -0.040
C  0.865  3.313  1.769  -0.142
C  1.061  4.355  2.665  -0.031
C  2.277  5.006  2.745  -0.055
C  3.327  4.602  1.939  -0.025
C  3.180  3.568  1.025  -0.126
C  4.396  3.044  0.272  -0.372
C  4.923  1.811  1.020  -0.052
C  5.502  4.081  0.089  -0.071
C  1.918  2.936  0.928  -0.163
N  1.764  1.839  0.036  -0.007
C  1.855  2.050  -1.224  -0.200
C  2.036  0.944  -2.137  -0.608
C  3.074  0.010  -2.155  -0.092
C  2.771  -0.864  -3.207  -0.044
C  1.534  -0.455  -3.725  -0.330
N  1.085  0.635  -3.064  -0.131
C  0.732  -1.089  -4.838  -0.555
C  1.628  -1.991  -5.691  -0.049
C  -0.392  -1.935  -4.215  -0.050
C  0.117  0.005  -5.718  -0.044
H  -2.585  2.848  1.859  0.064
H  -1.700  4.246  1.226  0.093
H  -1.685  3.883  2.956  0.080
H  -0.558  2.069  0.791  0.064
H  -0.278  1.892  3.813  0.093
H  0.452  0.779  2.654  0.082
H  -1.317  0.856  2.821  0.073
H  0.255  4.662  3.319  0.111
H  2.409  5.823  3.442  0.110
H  4.281  5.103  2.030  0.109
H  4.099  2.729  -0.725  0.110
H  5.181  2.080  2.045  0.090
H  5.815  1.412  0.532  0.082
H  4.164  1.026  1.055  0.066
H  5.982  4.333  1.035  0.078
H  5.110  4.995  -0.360  0.089
H  6.268  3.677  -0.573  0.084
H  1.791  3.065  -1.633  0.155
H  3.984  0.041  -1.572  0.111
H  3.398  -1.663  -3.572  0.108
H  2.003  -2.837  -5.113  0.083
H  2.478  -1.428  -6.079  0.094
H  1.062  -2.385  -6.537  0.089
H  0.025  -2.681  -3.533  0.082
H  -0.957  -2.460  -4.988  0.091
H  -1.092  -1.291  -3.671  0.065
H  0.902  0.632  -6.141  0.094
H  -0.548  0.639  -5.133  0.072
H  -0.451  -0.441  -6.536  0.088

Calculated values
ΔE to the lowest compared entry with this formula, charge and spin   34.4 kcal per mole
Lowest unoccupied orbital energy   -3.965 eV
Charge   +1
Spin multiplicity   1

no.,E_HOMO (eV)
1,-9.289
2,-10.363
3,-10.368
4,-10.421